23
Properties=species:S:1:pos:R:3 method="wB97M-V/def2-TZVPD" s2=0.75 multiplicity=2 energy_ha=-346.98817 fmax_ev_per_a=2.62
N 1.926 0.124 0.380
N 2.098 2.165 2.772
C 3.330 -0.301 -1.527
C 2.918 -1.674 -0.971
C -6.820 -0.636 0.057
C -7.502 0.294 -0.590
C 3.093 0.627 -0.335
C 1.702 -1.222 -0.166
H -6.822 -1.680 -0.247
H 2.969 1.672 -0.637
H -6.266 -0.426 0.966
H -8.047 0.031 -1.485
H 1.174 -1.941 0.457
H 1.533 2.988 2.644
H 2.714 -0.007 -2.382
H 2.644 -2.387 -1.743
H 1.923 1.786 3.689
H -7.485 1.321 -0.242
H 3.705 -2.062 -0.313
H 1.821 1.483 2.075
H 1.079 -0.520 -0.793
H 4.347 -0.266 -1.934
H 3.966 0.632 0.324

16
Properties=species:S:1:pos:R:3 method="wB97M-V/def2-TZVPD" energy_ha=-288.52246 fmax_ev_per_a=4.16
N -1.160 2.458 0.751
C 0.901 -2.913 -1.109
C -0.598 1.410 0.580
C 0.834 -2.262 0.267
C -0.152 0.126 0.541
C -0.437 -1.494 0.499
C -1.329 3.800 0.295
H 0.878 0.386 0.547
H -2.559 3.940 0.114
H -1.078 4.574 1.034
H -0.676 4.081 -0.574
H 0.267 -2.549 -1.997
H 0.900 -3.010 1.042
H 1.994 -2.958 -1.414
H 0.561 -3.910 -1.001
H 1.655 -1.678 0.425

14
Properties=species:S:1:pos:R:3 method="wB97M-V/def2-TZVPD" energy_ha=-270.55627 smiles="O=C1CCCC1" fmax_ev_per_a=0.48
O -0.559 2.416 0.590
C -0.484 -1.113 -0.164
C 0.977 -0.728 0.176
C 1.075 0.764 -0.156
C -0.302 1.300 0.206
C -1.315 0.169 0.029
H 1.867 1.310 0.363
H -1.977 0.142 0.900
H 1.168 -0.878 1.246
H -1.947 0.403 -0.835
H 1.701 -1.333 -0.377
H -0.838 -1.932 0.470
H 1.209 0.912 -1.238
H -0.546 -1.459 -1.202

8
Properties=species:S:1:pos:R:3 method="wB97M-V/def2-TZVPD" energy_ha=-1486.55031 fmax_ev_per_a=2.45
I -3.476 0.176 0.334
P 1.208 1.096 -1.784
P 1.942 -0.694 0.765
P -0.499 0.281 1.605
N 0.647 -0.875 1.633
N -1.548 -0.451 0.651
N 1.406 0.124 -0.553
H 0.319 0.343 -2.653

77
Properties=species:S:1:pos:R:3 method="wB97M-V/def2-TZVPD" s2=2.04 multiplicity=3 energy_ha=-1889.03252 fmax_ev_per_a=5.48
Mo -0.106 0.542 2.585
Cl -2.244 1.305 1.800
P -0.035 0.350 -0.339
C -1.676 -1.862 -1.082
C 1.373 -0.555 -1.224
C -0.164 -1.790 2.774
C -3.051 -2.390 -1.529
C -0.102 -3.126 3.243
C 0.581 4.506 -0.093
C -3.408 -0.267 -2.916
C 1.903 0.597 2.436
C 0.921 4.899 -1.534
C 0.292 3.967 -2.578
C 0.518 2.480 -2.266
C 3.872 -0.854 -1.370
C 2.347 -1.768 -3.208
C 0.752 3.004 0.183
C -0.276 -0.952 3.835
C 0.002 2.164 -0.856
C 1.231 -0.827 -2.728
C -1.457 -3.408 3.920
C -1.571 -1.069 4.706
C -0.127 1.745 3.994
C -3.535 -1.794 -2.857
C -1.627 -0.328 -1.112
C 2.734 0.085 -0.937
C -1.708 -2.542 5.152
C 3.754 -1.283 -2.836
C -2.026 0.243 -2.482
H -2.372 0.039 -0.384
H 1.825 2.751 0.148
H 0.589 5.928 -1.717
H 2.270 -1.897 -4.296
H 0.016 1.870 -3.031
H -2.686 -2.741 5.602
H 1.208 5.075 0.606
H -3.785 -2.156 -0.746
H 0.159 -3.796 2.415
H 4.025 -0.435 -3.480
H -1.459 -2.232 -0.070
H 4.835 -0.355 -1.199
H -0.791 4.154 -2.617
H -1.453 -4.466 4.184
H 2.203 1.483 1.859
H -4.164 0.182 -2.257
H 0.554 -1.055 4.570
H -1.283 -0.039 -3.244
H 1.288 0.122 -3.281
H -0.461 4.781 0.121
H 2.182 -2.757 -2.758
H -0.929 -2.733 5.890
H -3.622 0.087 -3.932
H 4.480 -2.079 -3.042
H -0.900 -2.283 -1.737
H 2.821 1.033 -1.489
H -2.050 1.341 -2.456
H 0.398 2.790 1.204
H -4.583 -2.074 -3.021
H -3.010 -3.482 -1.610
H 2.265 0.717 3.477
H -2.253 -3.205 3.181
H 0.694 4.195 -3.573
H 1.591 2.252 -2.331
H 3.851 -1.746 -0.729
H 2.368 -0.295 1.988
H 1.342 -1.538 -0.714
H 0.732 -3.146 4.000
H 2.846 0.331 0.124
H 2.012 4.894 -1.659
H -1.107 1.697 4.582
H -2.962 -2.236 -3.685
H -1.508 -0.412 5.595
H 0.187 -1.625 1.709
H 0.259 -1.275 -2.966
H -1.068 2.438 -0.803
H 0.728 1.517 4.749
H -2.449 -0.689 4.144

13
Properties=species:S:1:pos:R:3 method="wB97M-V/def2-TZVPD" energy_ha=-286.55043 fmax_ev_per_a=3.20
O -0.880 -1.177 1.952
N 0.241 -0.384 -0.826
C -0.592 -0.114 2.266
C -1.264 -0.410 -1.199
C 0.661 0.725 -0.119
C 1.689 0.734 0.736
H 2.158 1.674 0.998
H -2.072 -0.485 -0.448
H 0.302 1.659 -0.539
H 2.082 -0.179 1.176
H 0.479 -1.241 -0.334
H -1.356 -1.279 -1.852
H -1.449 0.475 -1.811